{
  "formula": "C24H89CrIN5O20",
  "method": "the ωB97M-V functional and the def2-TZVPD basis",
  "elements": ["Cr", "I", "C", "C", "C", "O", "C", "N", "H", "H", "H", "H", "H", "H", "H", "H", "H", "H", "H", "C", "C", "C", "O", "C", "N", "H", "H", "H", "H", "H", "H", "H", "H", "H", "H", "H", "C", "C", "C", "O", "C", "N", "H", "H", "H", "H", "H", "H", "H", "H", "H", "H", "H", "C", "C", "C", "O", "C", "N", "H", "H", "H", "H", "H", "H", "H", "H", "H", "H", "H", "C", "C", "C", "O", "C", "N", "H", "H", "H", "H", "H", "H", "H", "H", "H", "H", "H", "C", "C", "O", "O", "H", "H", "H", "H", "H", "H", "C", "C", "O", "O", "H", "H", "H", "H", "H", "H", "O", "H", "H", "O", "H", "H", "O", "H", "H", "O", "H", "H", "O", "H", "H", "O", "H", "H", "O", "H", "H", "O", "H", "H", "O", "H", "H", "O", "H", "H", "O", "H", "H"],
  "coordinates": [[-0.42625, -0.42449, -0.19669], [-1.29332, -3.08565, -1.44295], [0.59277, 5.59950, -2.19688], [2.06534, 5.16375, -1.92641], [3.11951, 6.24463, -2.31539], [3.08226, 6.76632, -3.70689], [4.32301, 7.38721, -4.10587], [2.13178, 4.90065, -0.49356], [-0.15063, 5.09231, -1.58190], [0.38659, 5.54508, -3.26582], [0.52341, 6.67521, -2.03520], [2.22158, 4.23005, -2.46668], [4.12213, 5.81870, -2.27747], [3.08178, 7.01362, -1.54382], [5.17306, 6.70550, -4.13406], [4.52901, 8.22083, -3.43450], [4.23661, 7.76964, -5.12292], [1.41515, 4.20299, -0.35278], [1.66947, 5.61088, 0.05594], [-4.82972, 1.41226, 3.77509], [-4.35958, 2.31551, 2.61433], [-4.96616, 1.92380, 1.30235], [-4.32727, 0.77670, 0.71975], [-5.18786, 0.19919, -0.28189], [-4.75586, 3.70073, 3.06227], [-4.89119, 0.37734, 3.43853], [-5.85900, 1.57831, 4.09304], [-4.20843, 1.48319, 4.66788], [-3.27266, 2.37551, 2.55859], [-4.80590, 2.75386, 0.61429], [-6.03965, 1.75288, 1.38307], [-6.03128, -0.25189, 0.24087], [-4.61119, -0.64667, -0.65614], [-5.47061, 0.85852, -1.10252], [-4.66297, 3.87074, 4.05352], [-5.75988, 3.73893, 2.95934], [5.76804, -4.67163, -5.17609], [4.43089, -5.19120, -4.66924], [3.26759, -4.17177, -4.81688], [3.40523, -3.04368, -3.97581], [2.24130, -2.25201, -4.07953], [4.31927, -6.41574, -5.45657], [6.58342, -5.38924, -5.08503], [5.98741, -3.75526, -4.62814], [5.78243, -4.41120, -6.23442], [4.52620, -5.50234, -3.62895], [2.38967, -4.75259, -4.53407], [3.03636, -3.84279, -5.83000], [1.84552, -2.04412, -5.07363], [2.45556, -1.29838, -3.59704], [1.40550, -2.65419, -3.50701], [4.16250, -6.26779, -6.44329], [3.47928, -6.88811, -5.15427], [-0.60965, 0.87952, -3.95200], [-1.03077, 1.55268, -2.59150], [-1.97987, 2.81820, -2.73773], [-2.31962, 3.40314, -1.50329], [-3.38925, 4.35391, -1.53221], [-1.69808, 0.56921, -1.69354], [0.08685, 0.04411, -3.88078], [-0.16830, 1.62230, -4.61652], [-1.42487, 0.38424, -4.47946], [-0.10942, 1.82047, -2.07429], [-2.87204, 2.38391, -3.18887], [-1.63864, 3.52445, -3.49461], [-3.76199, 4.62328, -0.54398], [-4.19890, 3.95039, -2.14026], [-2.92389, 5.25374, -1.93451], [-2.37309, 1.27266, -1.42970], [-2.21148, -0.08367, -2.26824], [-1.26959, 0.13695, 4.22945], [-0.98715, 1.19379, 5.32987], [0.43415, 1.32764, 5.84296], [0.98752, 0.03134, 6.20168], [0.48148, -0.56485, 7.38106], [-1.52282, 2.49460, 4.98133], [-0.78914, -0.81888, 4.43845], [-0.80309, 0.53375, 3.32777], [-2.33716, -0.01056, 4.06627], [-1.52950, 0.89128, 6.22567], [0.46302, 2.05149, 6.65739], [1.12443, 1.73276, 5.10303], [0.83001, -1.59703, 7.41621], [-0.58076, -0.76663, 7.24309], [0.73468, 0.04728, 8.24667], [-0.74405, 3.03676, 4.63539], [-2.08319, 2.30417, 4.16291], [-0.54902, -6.64766, 1.90014], [0.67222, -5.71840, 1.56420], [1.34628, -5.47333, 2.80471], [-0.12874, -8.02673, 2.02349], [-1.30302, -6.57325, 1.11654], [-0.96511, -6.29216, 2.84279], [0.25432, -4.78961, 1.17587], [1.29244, -6.26581, 0.85444], [1.83555, -6.28119, 2.97668], [0.72156, -8.03479, 2.46906], [3.30544, -3.11882, 1.10372], [3.92912, -3.39488, -0.23883], [3.06548, -3.13759, -1.32487], [3.09271, -1.71754, 1.25854], [3.92832, -3.48149, 1.92140], [2.37743, -3.67183, 1.24892], [4.14814, -4.45788, -0.33960], [4.85609, -2.82389, -0.29189], [3.54804, -3.21562, -2.15109], [3.86119, -1.30783, 1.66247], [-3.64555, -0.49808, -3.68475], [-3.63929, -1.40443, -3.99251], [-4.57359, -0.28159, -3.59479], [0.41897, -3.01476, 3.70205], [0.83941, -3.79020, 3.33034], [-0.44590, -3.31920, 3.97691], [0.58018, 1.30251, 0.58266], [1.48053, 1.45173, 0.87134], [0.12868, 2.12557, 0.76962], [-5.05591, -3.52767, -0.82380], [-5.14697, -3.76157, 0.09990], [-4.11505, -3.57821, -0.99253], [-0.60931, 3.59451, 0.37358], [-0.91602, 4.06818, 1.14675], [-1.31933, 3.68676, -0.26170], [-2.20306, -0.46905, 1.00057], [-2.93220, 0.10333, 0.76187], [-2.57760, -1.08479, 1.63051], [3.12300, 1.21886, 2.27774], [2.93912, 2.07989, 2.65331], [2.77627, 0.59838, 2.91884], [0.40025, -1.49339, 1.55806], [0.07907, -2.00248, 2.30231], [1.33557, -1.38268, 1.72877], [2.57934, 1.93306, -2.09755], [2.18983, 2.47771, -2.78156], [3.44852, 2.30875, -1.95753], [-3.61475, -1.95372, 2.86110], [-4.21713, -2.63847, 2.57043], [-3.78974, -1.86188, 3.79768], [1.46357, -0.67680, -1.22116], [1.99382, 0.11060, -1.34394], [2.10023, -1.39007, -1.17497]],
  "atomic_forces_ev_per_a": [[-0.91, -1.74, 0.52], [-0.09, 0.06, 0.06], [0.99, 0.99, -1.34], [-1.55, 1.36, -0.34], [0.76, -0.42, -1.41], [-0.32, -0.50, 1.17], [-0.71, -0.04, 0.41], [0.57, -0.89, 0.47], [0.24, -0.18, -0.21], [-0.35, -0.39, -0.10], [-0.10, 0.13, 0.46], [0.35, 0.28, 0.13], [0.02, -0.38, 0.60], [-0.18, 0.52, -0.24], [-0.03, -0.32, 0.36], [0.23, 0.08, 0.00], [-0.47, -0.03, 0.11], [0.22, -0.86, 0.05], [0.37, 1.05, -0.23], [0.13, -1.29, -0.62], [-0.56, 0.83, 3.27], [0.56, 0.64, -0.75], [-1.62, 1.06, -0.19], [0.91, -1.26, 0.76], [-0.38, 0.04, -1.80], [0.51, -0.35, 0.10], [-0.07, 0.68, -0.21], [0.11, 0.04, -0.11], [0.08, -0.54, -0.31], [-0.22, 0.23, -0.19], [-0.11, -0.13, 0.16], [-0.39, 0.30, -0.27], [-0.05, 0.02, -0.36], [-0.01, 0.31, 0.24], [0.68, -0.48, 0.20], [-0.37, 0.26, -0.28], [0.42, 1.31, 0.67], [1.31, 0.36, -1.87], [0.04, -1.48, 0.33], [0.02, -0.14, -0.75], [-0.60, 1.00, 1.11], [-1.66, -0.63, 0.67], [-0.21, -0.06, 0.47], [0.48, 0.12, -0.05], [-0.55, 0.04, -0.12], [-0.12, 0.17, 0.13], [-0.48, 0.05, 0.32], [0.62, -0.02, -0.38], [0.58, -0.27, -0.43], [0.16, 0.08, -0.17], [-0.05, -0.46, 0.10], [0.24, 0.47, -0.21], [-0.19, -0.56, 0.03], [-0.53, 0.54, 0.21], [1.12, -0.17, -1.01], [0.26, -1.54, -1.43], [-0.13, -0.55, 0.78], [0.67, 0.23, -0.70], [0.50, 1.38, -0.28], [0.36, 0.28, 0.81], [0.01, 0.03, -0.05], [-0.50, 0.53, 0.12], [0.08, 0.43, -0.04], [-0.52, 0.00, -0.03], [0.50, 0.32, 0.29], [0.28, -0.56, 0.20], [-0.08, 0.30, -0.10], [-0.62, 0.27, -0.42], [-0.98, -0.90, 1.70], [-0.24, -0.51, -0.18], [1.19, 0.73, 0.46], [-0.72, -1.18, 0.98], [0.53, -1.45, -0.11], [0.17, 1.06, -0.50], [-0.54, -0.27, -0.94], [0.13, 0.16, -0.52], [-0.04, 0.01, 0.14], [-0.15, -0.22, -0.41], [0.03, 0.19, 0.04], [-0.28, -0.26, 0.10], [-0.13, -0.13, 0.42], [0.03, -0.13, -0.38], [0.84, 0.29, 0.26], [-0.46, 0.61, 0.52], [-0.22, -0.30, 0.23], [0.08, 0.52, -0.15], [-0.35, 0.49, -0.14], [1.26, 0.02, -0.47], [-2.20, -1.23, 0.65], [0.49, 0.02, -0.58], [-0.47, 0.85, -0.26], [0.07, -0.28, -0.01], [-0.16, 0.01, 0.09], [0.45, 0.15, -0.14], [0.19, 0.42, -0.19], [0.30, 0.21, 0.47], [-0.02, -0.18, 0.16], [0.05, -0.19, 0.07], [0.18, -0.99, -0.20], [-0.68, 1.09, 0.98], [-0.48, 0.24, 0.21], [0.40, -0.07, -0.16], [-0.30, 0.44, -0.33], [0.50, -0.21, 0.58], [0.17, 0.10, -0.20], [0.11, -0.05, -0.65], [0.16, -0.01, -0.06], [0.08, 0.35, 0.02], [0.14, -0.45, 0.00], [-0.29, 0.03, 0.00], [-0.35, 0.69, 0.20], [0.44, -0.76, -0.01], [-0.24, -0.17, 0.23], [0.44, -0.12, 0.23], [0.73, -0.37, 0.16], [-0.66, 0.77, -0.26], [-0.57, 0.26, 0.02], [-0.06, -0.17, 0.13], [0.74, 0.01, -0.20], [0.71, 0.36, 1.31], [0.02, 0.23, 0.37], [-0.60, -0.33, -0.97], [1.68, 0.00, -0.45], [-0.60, 0.60, -0.05], [0.03, -0.57, 0.42], [-0.07, -0.03, -0.48], [0.15, 0.34, 0.18], [-0.18, -0.27, 0.29], [-0.39, 0.97, -1.32], [-0.32, -0.46, 0.59], [0.82, 0.00, -0.19], [-0.14, -0.52, 0.17], [-0.13, -0.07, -0.25], [0.31, 0.12, 0.16], [0.08, -0.06, -0.05], [-0.14, -0.24, -0.22], [0.04, 0.13, 0.31], [-0.67, 0.65, -0.04], [0.17, 0.77, -0.19], [0.24, -1.26, 0.11]],
  "multiplicity": 5,
  "gap_ev": [6.913, 7.640],
  "e_lumo_ev": [-1.9, -2.0],
  "charge": 1
}

---

{
  "formula": "C25H15AuCl2N3O2",
  "method": "the ωB97M-V functional and the def2-TZVPD basis",
  "elements": ["Au", "C", "C", "N", "C", "C", "C", "C", "C", "C", "C", "N", "C", "C", "C", "C", "C", "C", "C", "C", "N", "C", "H", "H", "H", "H", "H", "H", "H", "H", "H", "H", "H", "H", "Cl", "C", "C", "C", "Cl", "C", "O", "C", "C", "O", "C", "H", "H", "H"],
  "coordinates": [[0.28969, 0.54754, -0.41825], [-1.05380, -1.37176, -4.12685], [-0.71212, -0.40560, -3.17832], [0.06370, -0.67150, -2.15257], [0.58648, -1.89911, -1.96088], [0.30920, -2.93092, -2.89489], [-0.54150, -2.63555, -3.98130], [0.89630, -4.19969, -2.72360], [1.75935, -4.40828, -1.67993], [2.02836, -3.40883, -0.75070], [1.43808, -2.14046, -0.81899], [1.56582, -1.11562, 0.05354], [2.20047, -0.97181, 1.23934], [3.01037, -1.90223, 1.90147], [3.55152, -1.66041, 3.15913], [3.32003, -0.48183, 3.82208], [2.56445, 0.52782, 3.19512], [2.33991, 1.78353, 3.79960], [1.63333, 2.74950, 3.12951], [1.15128, 2.45231, 1.85363], [1.33748, 1.28179, 1.28696], [2.01843, 0.29733, 1.90636], [-1.69717, -1.11211, -4.95187], [-1.06041, 0.61424, -3.25668], [-0.77250, -3.41450, -4.69427], [0.67265, -4.98518, -3.42664], [2.24278, -5.36611, -1.55767], [2.70853, -3.66350, 0.03805], [3.23604, -2.85461, 1.46245], [4.15793, -2.42851, 3.61426], [3.72134, -0.30922, 4.80621], [2.73844, 1.97016, 4.78646], [1.45468, 3.72191, 3.55943], [0.61421, 3.18262, 1.26549], [-6.46208, 3.86663, 0.19693], [-4.85437, 3.34760, -0.10364], [-4.00224, 4.14858, -0.87411], [-2.71865, 3.73522, -1.11467], [-1.65542, 4.69745, -2.05490], [-2.18095, 2.49259, -0.60803], [-0.97686, 2.22469, -0.90177], [-3.08584, 1.69955, 0.17746], [-2.74927, 0.43185, 0.77282], [-1.69750, -0.18963, 0.73631], [-4.39502, 2.15117, 0.40578], [-4.35449, 5.08539, -1.27573], [-3.58536, -0.01941, 1.33873], [-5.05531, 1.53691, 0.99916]],
  "atomic_forces_ev_per_a": [[2.06, -1.31, -0.02], [0.25, -0.24, 0.00], [-0.24, 0.40, -0.22], [-0.70, 1.36, 1.16], [0.73, -1.35, 0.35], [0.11, 0.15, 0.16], [-0.04, 0.30, 0.14], [0.28, -0.15, 0.22], [-0.53, -0.11, -0.69], [-0.03, 1.03, 0.53], [-0.29, -1.44, -1.41], [-1.91, 2.79, -0.85], [0.86, 0.41, 1.77], [-0.58, 0.12, -1.00], [-0.06, 0.72, 0.66], [0.15, -0.41, -0.18], [-0.03, -0.04, -0.19], [-0.20, 0.06, -0.29], [0.28, -0.20, 0.08], [-0.20, 0.44, -0.14], [-1.55, 0.08, -1.12], [0.81, -1.27, 0.53], [-0.03, 0.07, -0.03], [-0.14, 0.05, 0.05], [-0.02, -0.04, -0.03], [-0.01, -0.07, -0.12], [0.00, -0.06, 0.00], [0.01, 0.06, 0.03], [-0.03, 0.02, -0.06], [0.02, -0.05, 0.05], [0.08, 0.06, 0.14], [0.02, 0.01, 0.07], [-0.03, 0.07, -0.03], [-0.16, 0.03, 0.01], [-0.33, 0.11, 0.06], [0.53, -0.51, 0.09], [-0.03, -0.36, 0.21], [0.40, -0.85, 0.33], [0.14, 0.30, -0.22], [-2.69, 0.40, 0.77], [3.28, -1.54, -0.34], [0.63, 0.69, -0.63], [-0.47, -0.25, 0.31], [0.02, -0.09, 0.04], [-0.30, 0.52, -0.18], [0.00, 0.09, -0.05], [0.05, 0.03, -0.03], [-0.11, -0.04, 0.06]],
  "gap_ev": 5.160,
  "e_lumo_ev": -5.4,
  "relative_energy_kcal_mol": 21.2,
  "charge": 1
}

---

Q: Which formula does entry 2 have?
A: C25H15AuCl2N3O2